No. 1
A molecular structure, C42H50ClGeN7O6SbSe4W, computed with ωB97M-V with the def2-TZVPD basis set.

The geometry in XYZ format:
```
113
C42H50ClGeN7O6SbSe4W ωB97M-V with the def2-TZVPD basis set
W 0.22 0.01 -0.81
O 0.58 0.84 0.96
C 1.88 0.96 1.23
C 2.73 1.69 0.38
C 4.03 2.04 0.79
C 4.82 2.82 -0.03
C 4.38 3.30 -1.26
C 3.11 2.94 -1.69
C 2.30 2.11 -0.91
O 1.13 1.73 -1.41
N 6.17 3.17 0.41
O 6.54 2.76 1.50
O 6.87 3.83 -0.33
H 2.20 0.59 2.20
H 4.41 1.72 1.75
H 5.02 3.92 -1.86
H 2.73 3.26 -2.65
O 0.69 -1.69 -1.54
O 1.42 -1.44 -0.30
C 4.22 0.79 -5.51
N 3.45 -0.08 -4.65
C 2.02 0.08 -4.79
C 3.92 -0.36 -3.38
N 3.13 -0.28 -2.37
N 5.27 -0.69 -3.32
C 5.88 -0.74 -2.01
C 5.79 -1.69 -4.24
H 3.90 1.84 -5.41
H 4.09 0.51 -6.56
H 5.28 0.74 -5.26
H 1.77 0.04 -5.85
H 1.67 1.03 -4.37
H 1.50 -0.72 -4.27
H 3.56 -0.69 -1.54
H 5.58 -1.62 -1.43
H 5.61 0.16 -1.45
H 6.96 -0.76 -2.12
H 5.20 -1.69 -5.16
H 5.75 -2.70 -3.81
H 6.83 -1.47 -4.49
C -1.71 -0.69 0.19
Ge -2.01 -0.27 2.13
C -2.97 -1.61 3.26
C -3.60 -1.08 4.38
C -4.24 -1.88 5.32
C -4.30 -3.25 5.13
C -3.70 -3.80 4.01
C -3.04 -2.99 3.09
C -0.80 0.56 3.46
C -0.32 -0.18 4.54
C 0.54 0.38 5.47
C 0.94 1.71 5.35
C 0.45 2.47 4.29
C -0.41 1.89 3.37
C -3.56 1.01 2.01
C -4.67 0.53 1.29
C -5.79 1.31 1.05
C -5.84 2.61 1.55
C -4.78 3.09 2.30
C -3.66 2.29 2.53
H -3.58 0.00 4.54
H -4.70 -1.42 6.19
H -4.80 -3.88 5.85
H -3.75 -4.88 3.84
H -2.56 -3.47 2.25
H -0.63 -1.21 4.66
H 0.91 -0.22 6.29
H 1.62 2.14 6.07
H 0.74 3.50 4.19
H -0.75 2.49 2.53
H -4.66 -0.48 0.90
H -6.61 0.92 0.47
H -6.70 3.23 1.35
H -4.82 4.09 2.71
H -2.86 2.70 3.14
C -0.40 -4.80 -1.49
C -1.19 -4.52 -0.20
N -1.04 -3.17 0.34
C -2.05 -2.18 -0.07
C -2.47 -2.42 -1.52
C -0.13 -2.96 1.33
C 0.99 -3.96 1.48
N -0.22 -1.94 2.11
H -0.02 -5.83 -1.49
H 0.44 -4.12 -1.58
H -1.02 -4.68 -2.38
H -0.90 -5.23 0.57
H -2.25 -4.70 -0.36
H -2.52 -0.13 -0.26
H -2.95 -2.37 0.53
H -1.62 -2.41 -2.21
H -3.16 -1.62 -1.81
H -3.00 -3.35 -1.65
H 0.65 -4.84 2.03
H 1.79 -3.50 2.05
H 1.39 -4.28 0.52
H 0.58 -1.88 2.73
Cl 0.34 5.70 -1.32
C -0.96 4.56 -1.14
C -2.09 4.65 -1.93
C -3.09 3.71 -1.72
C -2.89 2.72 -0.77
N -1.77 2.61 -0.05
C -0.84 3.54 -0.21
H -2.18 5.40 -2.69
H -3.99 3.71 -2.31
H -3.64 1.96 -0.61
H 0.05 3.47 0.41
Se -3.67 2.19 -5.21
Sb -3.18 0.03 -4.24
Se -2.74 -1.92 -5.52
Se -5.12 0.30 -2.78
Se -1.11 0.36 -2.69
```

Values from the calculation:
⟨S²⟩ = 2.043
2S+1 = 3
total charge = -1
HOMO energy (spin up / spin down) = -0.1675 / -0.2133 hartree
orbital gap (spin up / spin down) = 5.11 / 5.93 eV



No. 2
3 unconnected molecules or ions with the total composition C12H18O9, computed with ωB97M-V with the def2-TZVPD basis set.

The geometry in XYZ format:
```
39
C12H18O9 ωB97M-V with the def2-TZVPD basis set
C 8.86 12.74 7.27
C 7.50 12.65 6.60
C 7.33 13.46 5.29
O 6.87 12.49 4.35
C 6.88 11.25 4.91
O 6.50 10.28 4.33
O 7.32 11.29 6.16
H 9.68 12.62 6.56
H 8.97 11.82 7.85
H 9.05 13.58 7.93
H 6.68 12.82 7.30
H 8.25 13.95 4.99
H 6.51 14.15 5.48
C 1.86 13.47 5.43
C 3.28 13.46 4.91
C 3.36 12.53 3.69
O 4.29 13.23 2.83
C 4.40 14.51 3.23
O 5.08 15.33 2.72
O 3.60 14.71 4.31
H 1.33 12.51 5.41
H 1.20 14.03 4.75
H 1.82 13.90 6.43
H 3.98 13.10 5.67
H 2.49 12.36 3.05
H 3.83 11.57 3.90
C 6.74 8.08 6.66
C 7.01 7.11 5.50
C 7.87 7.63 4.32
O 9.03 6.78 4.43
C 8.89 5.84 5.35
O 9.68 4.95 5.47
O 7.81 6.08 6.09
H 6.26 7.47 7.43
H 6.08 8.89 6.36
H 7.69 8.48 7.00
H 6.09 6.61 5.20
H 8.12 8.68 4.26
H 7.32 7.41 3.41
```

Values from the calculation:
total charge = 0
HOMO energy = -0.3872 hartree
orbital gap = 10.72 eV
structure (SMILES) = C[C@H]1COC(=O)O1.C[C@H]1COC(=O)O1.C[C@H]1COC(=O)O1



No. 3
2 unconnected molecules or ions with the total composition C2H5ClN2S, computed with ωB97M-V with the def2-TZVPD basis set.

The geometry in XYZ format:
```
11
C2H5ClN2S ωB97M-V with the def2-TZVPD basis set
C 0.32 -0.09 0.75
C 1.05 -0.58 -0.51
N -1.15 -0.18 0.40
N -1.44 -0.27 -0.80
S -0.27 -0.51 -1.85
Cl -1.36 2.40 0.04
H 0.56 -0.74 1.62
H 0.67 0.90 1.04
H 1.97 -0.04 -0.75
H 1.35 -1.65 -0.62
H -1.71 0.75 0.67
```

Values from the calculation:
total charge = 0
HOMO energy = -0.3303 hartree
orbital gap = 7.81 eV